(1)
158
Properties=species:S:1:pos:R:3:lowdin_spin:R:1 method="wB97M-V/def2-TZVPD" s_squared=6.0035 spin_multiplicity=5 total_energy_ev=-124706.76568 fmax_ev_per_a=3.00
V -10.9168 26.2302 -16.5085 3.41
P -13.7211 23.6989 -15.5955 0.00
F -14.2707 24.9017 -14.6229 0.00
F -14.6876 24.2174 -16.8621 0.00
F -12.4952 24.6664 -16.0353 0.04
F -13.1269 22.5086 -16.5145 0.00
F -12.9413 23.0389 -14.3154 0.00
F -14.9327 22.7011 -15.2199 0.00
C -21.6673 25.0268 -12.0225 0.00
C -20.4617 25.3109 -12.9701 0.00
C -19.9433 26.6420 -12.3823 0.00
C -18.5892 27.0202 -12.9812 0.00
C -17.5671 25.8709 -12.8277 0.00
C -18.0607 24.4612 -13.2854 0.00
N -19.4333 24.2733 -12.7896 0.00
O -19.9207 23.0211 -13.1698 0.00
C -17.8981 24.4238 -14.8527 0.00
C -17.1011 23.4234 -12.6666 0.00
C -20.8837 25.4067 -14.4614 0.00
H -22.4349 25.7868 -12.1684 0.00
H -21.4342 25.0427 -10.9578 0.00
H -22.2567 24.1356 -12.2381 0.00
H -20.6134 27.4619 -12.6407 0.00
H -19.8343 26.5644 -11.3006 0.00
H -18.2121 27.9101 -12.4772 0.00
H -18.7798 27.3544 -14.0010 0.00
H -17.1008 25.8210 -11.8437 0.00
H -16.7479 26.1884 -13.4728 0.00
H -16.8755 24.3856 -15.2283 0.00
H -18.4951 23.6067 -15.2577 0.00
H -18.3276 25.3249 -15.2903 0.00
H -17.3265 22.3819 -12.8959 0.00
H -16.0882 23.6169 -13.0196 0.00
H -17.0337 23.4081 -11.5788 0.00
H -20.5420 24.5605 -15.0575 0.00
H -20.5590 26.2809 -15.0258 0.00
H -21.9735 25.3912 -14.4739 0.00
H -19.9516 22.5874 -12.3139 0.00
C -14.6575 27.4606 -8.4475 0.00
O -14.2684 26.3147 -9.3163 0.00
C -13.9129 26.6417 -10.6561 0.00
C -13.7009 25.2594 -11.2880 0.00
N -12.5287 24.6726 -10.6305 0.00
C -12.2098 23.3638 -11.1033 0.00
C -13.2706 22.3322 -10.7479 0.00
O -13.5634 22.4733 -9.3243 0.00
C -14.8097 21.8941 -8.9022 0.00
H -14.8794 27.0455 -7.4644 0.00
H -15.5124 28.0703 -8.7399 0.00
H -13.8668 28.2090 -8.3938 0.00
H -13.0754 27.3393 -10.6585 0.00
H -14.7245 27.1701 -11.1563 0.00
H -13.5373 25.3332 -12.3631 0.00
H -14.6307 24.7024 -11.1728 0.00
H -12.7069 24.6992 -9.6367 0.00
H -11.2813 23.0862 -10.6045 0.00
H -12.0726 23.4464 -12.1815 0.00
H -12.9874 21.3522 -11.1319 0.00
H -14.1726 22.4864 -11.3401 0.00
H -15.5249 22.2398 -9.6486 0.00
H -15.0957 22.3473 -7.9530 0.00
H -14.7551 20.8083 -8.8237 0.00
C -9.0175 19.9801 -15.1169 0.00
O -10.0679 20.0768 -16.0777 0.00
C -10.7462 18.8880 -16.2727 0.00
C -12.1714 19.0608 -15.8021 0.00
N -12.2646 19.2954 -14.3434 0.00
C -13.6431 19.7278 -14.0986 0.00
C -14.7115 18.5651 -14.1584 0.00
O -14.6528 17.9077 -12.8846 0.00
C -15.3743 16.6951 -12.8476 0.00
H -8.3989 19.0946 -15.2633 0.00
H -9.3488 20.0299 -14.0797 0.00
H -8.4432 20.8945 -15.2658 0.00
H -10.4462 18.0255 -15.6776 0.00
H -10.7087 18.6355 -17.3324 0.00
H -12.7923 18.2096 -16.0816 0.00
H -12.5966 19.8543 -16.4167 0.00
H -11.7264 20.1411 -14.2202 0.00
H -13.9521 20.5057 -14.7968 0.00
H -13.7479 20.4331 -13.2741 0.00
H -14.6508 17.9317 -15.0434 0.00
H -15.6975 19.0296 -14.1468 0.00
H -16.4317 16.8391 -13.0694 0.00
H -15.1298 16.3169 -11.8549 0.00
H -14.9219 15.9718 -13.5261 0.00
C -10.0126 23.0403 -17.0012 0.01
O -10.0347 24.2779 -16.2618 0.04
C -9.6327 24.0113 -14.9083 0.01
C -9.1158 25.3461 -14.3249 0.01
N -10.0374 26.4777 -14.4486 0.03
C -11.2433 26.3418 -13.6752 0.02
C -12.2452 27.4483 -14.0393 0.02
O -12.6267 27.3181 -15.4124 0.08
C -13.7466 28.1208 -15.7233 0.02
H -10.0990 23.2187 -18.0731 0.00
H -10.7542 22.2972 -16.7079 0.00
H -9.0332 22.5833 -16.8596 0.00
H -8.7783 23.3375 -14.8451 0.00
H -10.4316 23.5888 -14.2989 0.00
H -8.1809 25.5871 -14.8309 0.00
H -8.9541 25.2409 -13.2522 0.00
H -9.5706 27.2210 -13.9490 0.01
H -11.0542 26.4577 -12.6080 0.00
H -11.8255 25.4503 -13.9082 0.00
H -11.7783 28.4332 -14.0306 0.01
H -13.0449 27.5271 -13.3028 0.00
H -13.6088 29.1773 -15.9537 0.01
H -14.4896 27.9988 -14.9352 0.00
H -14.2079 27.6272 -16.5786 0.00
C -12.7516 25.5041 -22.5110 0.00
O -12.6175 25.0154 -21.1756 0.00
C -13.3805 25.7294 -20.2542 0.00
C -12.8260 25.5257 -18.8699 0.01
N -11.5817 26.2244 -18.5226 0.06
C -10.4879 25.8585 -19.4030 0.01
C -9.1868 26.4868 -18.9214 0.03
O -8.9335 26.1747 -17.5284 0.07
C -7.6443 26.6211 -17.1650 0.02
H -13.7180 25.1263 -22.8448 0.00
H -11.9519 25.1075 -23.1365 0.00
H -12.6744 26.5914 -22.5110 0.00
H -14.4339 25.4680 -20.1542 0.00
H -13.4110 26.8081 -20.4078 0.00
H -12.7281 24.5020 -18.5087 0.00
H -13.5137 26.0088 -18.1758 0.00
H -11.8276 27.0990 -18.9637 0.02
H -10.6161 26.1504 -20.4454 0.00
H -10.4780 24.7685 -19.4057 0.00
H -9.0779 27.5469 -19.1503 0.01
H -8.3208 26.0301 -19.4005 0.00
H -7.3834 27.6117 -17.5374 0.00
H -6.8534 25.9506 -17.5013 0.00
H -7.6393 27.0114 -16.1474 0.01
C -13.8508 24.0757 -25.7495 0.00
O -12.8965 23.5577 -24.8433 0.00
C -13.0644 22.1649 -24.5028 0.00
C -12.1840 21.8374 -23.3450 0.00
N -12.6656 22.3028 -22.0560 0.00
C -13.9109 21.6814 -21.5867 0.00
C -14.2634 21.9997 -20.0761 0.00
O -15.4190 21.1933 -19.8063 0.00
C -15.9809 21.3503 -18.4809 0.00
H -14.8676 23.7503 -25.5295 0.00
H -13.5824 23.8212 -26.7748 0.00
H -13.9475 25.1614 -25.7539 0.00
H -12.6470 21.6111 -25.3437 0.00
H -14.1082 21.8705 -24.3936 0.00
H -11.2133 22.2990 -23.5261 0.00
H -12.0670 20.7595 -23.2338 0.00
H -12.6715 23.3074 -21.9521 0.00
H -13.8194 20.6011 -21.4746 0.00
H -14.7326 22.0207 -22.2173 0.00
H -14.3125 23.0744 -19.9014 0.00
H -13.4714 21.5586 -19.4708 0.00
H -16.9866 20.9322 -18.4391 0.00
H -16.0385 22.3577 -18.0686 0.00
H -15.5178 20.7054 -17.7340 0.00

(2)
6
Properties=species:S:1:pos:R:3:nbo_charge:R:1 method="wB97M-V/def2-TZVPD" smiles=N#C[SiH3] e_above_lowest_kcal_mol=6.5 spin_multiplicity=1 fmax_ev_per_a=3.23
C 2.1248 -0.0038 -0.0265 -0.15
N 3.2906 -0.0903 0.0296 -0.30
Si 0.2860 0.0565 -0.0089 0.80
H -0.2854 0.1441 -1.3264 -0.13
H 0.4610 -1.2926 0.6059 -0.10
H -0.1880 1.2147 0.7816 -0.12

(3)
5
Properties=species:S:1:pos:R:3:nbo_charge:R:1 method="wB97M-V/def2-TZVPD" smiles=NOCl e_above_lowest_kcal_mol=19.2 spin_multiplicity=1 fmax_ev_per_a=1.83
N 0.2997 -0.3459 -0.0162 -0.32
O 1.4032 -0.9690 -0.0070 -0.22
Cl 3.0839 0.2168 0.0139 -0.18
H -0.1214 0.1157 -0.8696 0.36
H 0.1231 0.0409 0.8666 0.35

(4)
88
Properties=species:S:1:pos:R:3:mulliken_charge:R:1 method="wB97M-V/def2-TZVPD" e_above_lowest_kcal_mol=18.8 spin_multiplicity=1 fmax_ev_per_a=4.57 total_charge=+2
C -0.0003 -2.8548 4.3290 -0.35
C 0.1858 -3.1748 2.9682 0.36
C -0.1662 -4.4771 2.5499 -0.17
C -0.9265 -5.2639 3.4130 -0.44
N -1.2238 -4.8933 4.6552 -0.55
C -0.7640 -3.7318 5.1074 -0.41
C 0.7402 -2.2168 2.0309 -0.27
C 1.5437 -1.8157 1.1530 -0.03
C 2.5918 -1.0776 0.4876 0.17
C 2.2864 -0.4970 -0.7636 -0.04
C 3.2179 0.4630 -1.3488 -0.78
C 4.2840 0.8422 -0.5050 -0.01
C 4.7569 0.0452 0.5360 -0.67
C 3.8599 -0.8884 1.0875 -0.17
Sn 1.3598 1.9310 -0.7864 0.73
P -1.5847 0.0484 0.4668 0.68
H 0.0728 -4.8792 1.5595 0.45
H 0.3827 -1.9405 4.7952 0.44
H -1.3334 -6.2154 3.1021 0.41
H -1.0339 -3.4695 6.1238 0.38
H 4.1203 -1.4747 1.9693 0.57
H 1.3276 -0.8458 -1.2381 -0.06
H 5.7722 0.1732 0.9225 0.48
H 3.1430 0.8962 -2.3650 0.77
C -3.2182 0.7162 -0.1194 -0.81
C -4.4813 -0.1035 0.0893 -1.47
H -3.0830 0.8920 -1.1992 0.54
H -3.3241 1.7056 0.3484 0.50
H -5.3058 0.4162 -0.4123 0.48
H -4.4193 -1.1029 -0.3521 0.26
H -4.7653 -0.2086 1.1423 0.28
C -1.8659 -1.7752 0.2687 0.15
C -2.7332 -2.5197 1.2768 -1.52
H -0.8620 -2.2187 0.2634 0.17
H -2.2828 -1.9149 -0.7414 0.23
H -2.7086 -3.5915 1.0250 0.41
H -2.3614 -2.4336 2.3078 0.09
H -3.7871 -2.2107 1.2566 0.35
C -1.6441 0.2584 2.3057 0.32
C -2.9831 0.2352 3.0227 -1.57
H -1.1599 1.2264 2.5110 0.41
H -0.9707 -0.5127 2.7015 -0.32
H -2.7959 0.4796 4.0758 0.48
H -3.6850 0.9810 2.6321 0.32
H -3.4713 -0.7446 3.0113 0.24
Br 5.3636 2.4388 -1.1095 -0.07
P -0.2716 -0.8693 -3.2363 1.00
C -1.9282 -1.6320 -3.4511 -0.48
C -2.4805 -1.7191 -4.8648 -1.37
H -2.6122 -1.0274 -2.8259 0.17
H -1.8848 -2.6320 -2.9933 0.48
H -3.4924 -2.1347 -4.8003 0.45
H -2.5607 -0.7329 -5.3339 0.26
H -1.8944 -2.3876 -5.5070 0.27
C 0.0424 0.2471 -4.6757 -0.67
C 0.8488 -0.2785 -5.8586 -1.32
H 0.5693 1.1187 -4.2410 0.31
H -0.9360 0.6183 -5.0151 0.52
H 1.0226 0.5601 -6.5455 0.44
H 1.8332 -0.6620 -5.5650 0.28
H 0.3190 -1.0525 -6.4290 0.23
C 0.9519 -2.2457 -3.3818 -0.64
C 0.6838 -3.3623 -4.3713 -1.42
H 1.0242 -2.6693 -2.3682 0.51
H 1.9313 -1.7894 -3.5824 0.39
H 1.4764 -4.1094 -4.2509 0.45
H -0.2665 -3.8680 -4.1803 0.29
H 0.7195 -3.0266 -5.4131 0.25
C 3.0119 4.5103 0.0452 -1.25
P 1.9557 3.4605 1.0949 0.93
C 2.7512 2.5420 2.3937 -1.02
C 0.6802 4.5834 1.6740 0.80
C -0.6718 4.3231 1.3956 0.12
C -1.6366 5.2498 1.7919 -0.67
C -1.2588 6.4246 2.4416 -0.53
C 0.0936 6.6872 2.6811 -0.75
C 1.0684 5.7982 2.2747 -0.56
H 2.6284 4.4577 -0.9946 0.43
H 4.0661 4.1639 0.0508 0.10
H 2.9243 5.5529 0.3906 0.52
H 3.8283 2.5219 2.2147 0.41
H 2.5321 3.0478 3.3420 0.44
H 2.3736 1.5142 2.4457 0.21
H -0.9054 3.3998 0.8597 -0.20
H -2.6882 5.0536 1.5760 0.42
H -2.0443 7.1177 2.7451 0.40
H 0.3597 7.6218 3.1777 0.40
H 2.1167 6.0294 2.4154 0.45

(5)
92
Properties=species:S:1:pos:R:3:lowdin_spin:R:1 method="wB97M-V/def2-TZVPD" s_squared=6.2133 e_above_lowest_kcal_mol=39.2 spin_multiplicity=5 fmax_ev_per_a=3.30 total_charge=+2
N 4.5768 -3.7697 3.6149 0.08
C 3.3790 -3.8315 4.1891 -0.01
C 2.2504 -4.2295 3.4788 0.07
C 2.4147 -4.6281 2.1335 0.02
C 3.6990 -4.5575 1.5442 0.07
C 4.7511 -4.1145 2.3436 -0.01
C 1.2674 -4.9239 1.3579 0.23
Fe -0.8739 -0.1694 -1.1932 3.01
P -2.0331 2.0326 -2.0067 -0.01
C 1.3346 -4.8840 -0.0053 0.02
C 0.2972 -4.3073 -0.7572 0.10
C 0.5810 -3.9404 -2.0890 0.02
C -0.0003 -2.7706 -2.5384 0.02
C -0.5970 -1.9924 -1.5284 0.07
C -1.3327 -2.5845 -0.4807 0.03
C -0.8919 -3.8436 -0.1214 0.08
Br -2.2152 -0.5720 -3.1033 0.00
H 0.3124 -4.9960 1.8820 0.01
H 2.1719 -5.3094 -0.5671 0.00
H 1.2573 -4.1991 3.9246 0.00
H 3.8599 -4.7940 0.4980 0.00
H 3.2837 -3.5660 5.2422 0.00
H 5.7538 -4.0478 1.9292 0.00
H 1.3453 -4.4952 -2.6368 0.00
H -1.2996 -4.4191 0.7015 0.00
H 0.0615 -2.4501 -3.5793 0.00
H -2.1224 -2.0493 0.0380 0.01
P 1.4875 0.4837 -1.0285 0.03
C -3.8223 1.6017 -1.5170 0.00
C -5.0079 2.2111 -2.2439 0.00
H -3.8665 1.7812 -0.4324 0.00
H -3.8946 0.5091 -1.6169 0.00
H -5.9342 1.8727 -1.7508 0.00
H -5.0094 3.3085 -2.2368 0.00
H -5.0566 1.8630 -3.2827 0.00
C -1.2745 2.4364 -3.7140 0.00
C -2.2946 2.9806 -4.6917 0.00
H -0.7712 1.5300 -4.0974 0.00
H -0.4740 3.1668 -3.5141 0.00
H -2.1341 2.5262 -5.6793 0.00
H -3.3210 2.7645 -4.3528 0.00
H -2.1647 4.0705 -4.7931 0.00
C -1.7870 3.6583 -1.2413 0.00
C -2.8367 4.6782 -1.6757 0.00
H -0.7752 3.9868 -1.5154 0.00
H -1.7930 3.4649 -0.1573 0.00
H -2.3855 5.6760 -1.6744 0.00
H -3.2075 4.4877 -2.6949 0.00
H -3.6822 4.6858 -0.9817 0.00
C 2.3235 1.9929 -0.3670 0.01
C 1.7509 3.3238 -0.8554 0.00
H 3.3775 1.9156 -0.6717 0.00
H 2.3367 1.9802 0.7282 0.00
H 2.3416 4.1601 -0.4482 0.00
H 1.7745 3.4199 -1.9510 0.00
H 0.7137 3.4634 -0.5178 0.00
C 2.1465 0.7445 -2.7449 0.01
C 2.3469 -0.4866 -3.5991 0.00
H 3.0958 1.2871 -2.6413 0.00
H 1.4517 1.4526 -3.2216 0.00
H 2.8043 -0.1855 -4.5471 0.00
H 3.0116 -1.2183 -3.1306 0.00
H 1.4097 -0.9907 -3.8299 0.00
C 2.4619 -0.9128 -0.2601 0.00
C 3.0979 -0.6958 1.1169 0.00
H 3.2346 -1.1831 -0.9982 0.00
H 1.7673 -1.7748 -0.2383 0.00
H 3.9542 -1.3686 1.2322 0.00
H 3.4792 0.3187 1.2632 0.00
H 2.4030 -0.9378 1.9293 0.00
C -1.3368 2.0815 3.9704 0.00
N -2.3594 1.1501 3.4755 0.01
C -2.0357 -0.2013 3.9735 0.00
N -0.6943 -0.6757 3.5159 0.01
C 0.3088 0.3124 3.9602 0.00
N 0.0123 1.6833 3.4792 0.01
C 0.1165 1.7961 2.0469 0.01
P -0.9853 0.5856 1.0893 0.06
C -2.5181 1.1506 2.0347 0.01
C -0.6628 -0.9627 2.1099 0.01
H -1.2947 2.0556 5.0773 0.00
H -1.5416 3.0994 3.6142 0.00
H -2.8029 -0.8882 3.5926 0.00
H -2.0077 -0.1672 5.0788 0.00
H 1.3177 0.0291 3.6214 0.00
H 0.2491 0.3549 5.0628 0.00
H -0.1608 2.8152 1.7472 0.00
H 1.1616 1.6180 1.7975 0.00
H -3.3287 0.4614 1.7793 0.00
H -2.7911 2.1505 1.6817 0.00
H 0.2978 -1.4052 1.8122 0.00
H -1.4524 -1.6794 1.8533 0.00